# 1
{"formula": "C16H29Br9F3N3O5", "method": "wB97M-V/def2-TZVPD", "species": ["C", "C", "O", "N", "C", "H", "H", "H", "H", "H", "H", "H", "C", "C", "O", "N", "C", "H", "H", "H", "H", "H", "H", "H", "C", "C", "O", "N", "C", "H", "H", "H", "H", "H", "H", "H", "C", "C", "O", "C", "O", "C", "F", "F", "F", "H", "H", "H", "H", "H", "C", "Br", "Br", "Br", "H", "C", "Br", "Br", "Br", "H", "C", "Br", "Br", "Br", "H"], "xyz": [[-3.92391, 1.55521, 3.13869], [-2.61033, 2.16777, 2.67045], [-1.74336, 2.33191, 3.50151], [-2.49123, 2.46469, 1.36310], [-1.34970, 3.03708, 0.63986], [-3.64537, 0.74928, 3.81766], [-4.46064, 0.91235, 2.44103], [-4.52071, 2.29155, 3.67695], [-3.22873, 1.98377, 0.86821], [-1.08070, 4.07950, 0.81044], [-1.41990, 2.80469, -0.42277], [-0.43567, 2.55067, 0.98051], [2.74956, -0.75306, -2.70202], [2.37047, 0.66023, -3.12820], [3.15807, 1.55313, -2.90685], [1.17113, 0.86956, -3.72998], [0.71273, 2.15922, -4.26984], [3.80986, -0.85991, -2.93102], [2.14912, -1.60284, -3.02674], [2.88131, -0.70630, -1.62103], [0.41611, 0.20071, -3.78181], [0.20765, 2.78821, -3.53678], [0.03431, 2.06559, -5.11783], [1.58530, 2.72028, -4.60441], [-1.57016, -0.33173, -1.55180], [-2.97098, -0.27877, -1.11751], [-3.39869, -1.12435, -0.29928], [-3.73181, 0.80469, -1.47012], [-5.11775, 0.88915, -1.07316], [-1.59788, -0.05368, -2.60538], [-1.03087, -1.27735, -1.49632], [-0.91551, 0.47204, -1.21491], [-3.42710, 1.61480, -1.99067], [-5.06926, 1.39006, -0.10629], [-5.44090, -0.12614, -0.84326], [-5.69998, 1.46538, -1.79223], [-1.12094, -4.57127, -1.49459], [0.04391, -3.67920, -0.95965], [0.87744, -4.41996, -0.12250], [1.92727, -5.11769, -0.61236], [2.24890, -5.10781, -1.79475], [2.81469, -5.84249, 0.40855], [4.02249, -5.65928, -0.04716], [2.68488, -5.40233, 1.65595], [2.46315, -7.13623, 0.29660], [-1.75142, -4.00809, -2.18264], [-1.59902, -5.18312, -0.72962], [-0.58556, -5.26702, -2.14065], [-0.28634, -2.80589, -0.39718], [0.62557, -3.18829, -1.73989], [0.69250, -0.28982, 2.29095], [2.08572, -1.17643, 3.39734], [-0.91146, -1.46997, 1.94425], [1.49280, 0.28474, 0.51138], [0.38690, 0.58911, 2.85857], [3.95357, 2.93728, 0.04440], [5.13396, 1.99734, 1.35663], [5.14001, 3.73144, -1.35354], [3.07389, 4.36916, 1.13071], [3.28380, 2.19514, -0.39005], [2.63222, 2.78228, 6.41813], [4.43330, 3.40463, 5.94723], [1.68735, 2.33540, 4.80538], [1.54998, 4.26646, 7.19123], [2.63574, 1.96453, 7.13881]], "forces_ev_per_angstrom": [[0.4, -1.1, 0.0], [0.1, -0.4, 0.8], [0.9, 0.5, 0.1], [-0.8, 0.2, -0.9], [0.8, -1.0, 0.7], [0.3, 0.5, 0.6], [-0.4, 0.9, -0.7], [-0.1, -0.1, -0.3], [0.3, 0.5, -0.7], [-1.0, 0.2, 0.0], [-0.3, 0.2, 0.1], [0.1, -0.4, 0.0], [0.5, 0.6, 0.4], [-0.2, -0.9, 0.1], [0.1, 0.7, 0.0], [-1.5, 0.6, -0.8], [0.9, 0.4, 0.3], [-0.1, -0.2, -0.8], [0.0, 0.2, 0.0], [-0.7, -0.3, 0.2], [0.8, -0.6, 0.3], [0.0, -0.1, 0.3], [0.1, -0.5, 0.0], [0.0, 0.0, 0.0], [1.2, 0.8, -2.2], [-0.9, -0.8, 3.1], [0.1, 1.2, -1.7], [0.2, -0.3, -0.9], [0.7, -0.1, 1.2], [0.1, -0.3, -0.6], [-0.6, 0.1, 0.4], [-0.2, 0.0, 0.8], [0.7, -0.6, -0.1], [-0.9, 0.3, 0.1], [-0.4, 0.2, -0.4], [-0.1, -0.4, 0.1], [2.1, 0.3, -0.6], [-1.4, 0.7, -0.9], [1.7, -1.6, 1.5], [-0.9, 2.2, -2.8], [-0.7, -0.3, 2.2], [-1.9, 0.4, -1.1], [1.5, -0.3, 0.6], [0.2, -0.4, -0.2], [0.5, -0.1, 0.8], [-0.4, 0.0, 0.5], [-0.3, 0.6, 0.0], [-0.2, -0.3, -0.1], [-0.2, -0.5, 0.6], [0.1, -0.6, -0.5], [0.4, -1.0, -0.5], [-1.0, 0.4, -0.9], [1.4, 1.2, 0.4], [-0.7, -0.4, 1.5], [-0.2, -0.1, -0.4], [1.7, 0.9, 0.9], [-0.7, 0.1, -0.8], [-1.1, -0.5, 0.9], [0.1, -1.0, -1.1], [0.0, 0.5, 0.0], [-0.4, 1.3, -0.4], [-0.7, -0.4, 0.5], [0.1, -0.4, 0.0], [0.7, -0.6, 0.1], [0.2, 0.2, -0.3]], "gap_ha": 0.33506, "lumo_ev": -0.72, "total_energy_ha": -24633.20500, "largest_force_ev_per_a": 3.6, "total_charge": 0}

# 2
{"formula": "C16H29CdF3NO9S", "method": "wB97M-V/def2-TZVPD", "species": ["Cd", "C", "C", "C", "N", "C", "C", "C", "C", "C", "C", "H", "H", "H", "H", "H", "H", "H", "H", "H", "H", "H", "H", "H", "H", "H", "H", "H", "H", "H", "H", "C", "C", "O", "O", "H", "H", "H", "C", "C", "O", "O", "H", "H", "H", "C", "C", "O", "O", "H", "H", "H", "C", "F", "F", "F", "S", "O", "O", "O"], "xyz": [[1.14372, -0.52883, -2.04174], [-4.50568, -1.72459, 1.87117], [-3.09166, -1.30634, 2.36230], [-2.75018, 0.06038, 1.85372], [-1.34990, 0.55475, 2.29868], [-1.08276, 0.60438, 3.78427], [0.28364, 1.37867, 4.18079], [0.44652, 2.74160, 3.55932], [0.19569, 2.58743, 2.03996], [-1.14432, 1.96630, 1.67862], [-0.21675, -0.33445, 1.62562], [-4.69461, -1.78757, 0.79952], [-5.24681, -1.14547, 2.42203], [-4.66950, -2.66420, 2.39881], [-2.36673, -2.04129, 2.01240], [-2.92323, -1.26412, 3.43838], [-3.45397, 0.83338, 2.16235], [-2.69585, 0.11821, 0.76661], [-1.92559, 1.17175, 4.17903], [-1.14900, -0.42847, 4.12622], [0.20453, 1.43841, 5.26628], [1.16192, 0.73398, 4.14754], [-0.38313, 3.33164, 3.94869], [1.47603, 3.06551, 3.71199], [0.03818, 3.64090, 1.80867], [1.03039, 2.26507, 1.41749], [-1.85136, 2.57137, 2.24615], [-1.38748, 1.86987, 0.62047], [0.78790, -0.06351, 1.95023], [-0.20022, -0.17598, 0.54732], [-0.41686, -1.40592, 1.62293], [2.86348, 3.06728, -1.58170], [2.25676, 1.71703, -1.66284], [1.62400, 1.20618, -0.75202], [2.33414, 1.10216, -2.71783], [3.73467, 3.20721, -2.22166], [3.27341, 3.02399, -0.57265], [2.12061, 3.83634, -1.79337], [-1.43695, 2.45949, -2.15290], [-1.67103, 0.93756, -2.10603], [-2.78015, 0.52368, -1.74999], [-0.73227, 0.18755, -2.50974], [-0.58595, 2.87441, -1.61276], [-2.31979, 2.98855, -1.79404], [-1.12679, 2.76311, -3.15275], [2.26560, -4.16960, -0.79422], [1.85371, -2.68465, -0.98296], [2.63403, -1.69420, -1.07059], [0.65565, -2.29424, -0.95770], [2.91761, -4.54092, -1.58486], [1.39446, -4.78346, -1.02315], [2.73623, -4.24401, 0.18612], [3.23001, -3.01800, -5.10140], [3.43340, -4.22302, -5.63285], [3.82938, -3.02963, -3.86580], [3.93449, -2.19095, -5.96851], [1.31037, -2.39036, -4.95606], [1.03559, -1.56537, -6.13107], [0.60048, -3.65534, -4.78753], [1.35192, -1.47362, -3.75498]], "forces_ev_per_angstrom": [[-1.2, 1.5, 1.4], [0.4, -0.3, 2.3], [0.1, 0.1, -0.8], [1.5, 0.8, -0.3], [2.4, -0.6, -1.8], [0.9, 1.1, -0.6], [-1.4, -1.9, 0.8], [-0.6, -2.3, -1.2], [0.0, 1.3, -0.2], [0.0, -0.8, 1.8], [-1.0, 0.3, -0.8], [0.3, 0.1, 0.2], [-0.2, 0.7, -0.6], [-0.1, -0.6, -0.7], [0.0, 0.0, -0.3], [-0.9, -0.4, 0.2], [0.0, 0.0, 0.4], [-0.1, -0.2, -0.2], [-0.1, 0.0, 0.4], [0.4, 0.1, 0.4], [-0.4, 0.3, 0.4], [0.0, -0.1, -0.9], [0.5, 0.6, 0.3], [-0.3, 0.6, 0.2], [0.1, 0.2, -0.9], [0.0, -0.4, 0.2], [-0.6, 0.0, -0.4], [0.2, 0.2, 0.1], [-0.4, 0.0, 0.5], [-0.3, 0.6, 0.0], [-0.1, 0.1, 1.0], [1.0, 0.1, 0.9], [0.2, 0.6, -1.6], [-1.2, 0.9, 4.3], [1.8, 0.4, -3.5], [-0.3, -0.2, -0.4], [-0.3, 1.1, 0.4], [0.1, 0.1, 0.4], [0.2, 0.4, 0.0], [0.4, -0.4, -0.3], [-0.5, 0.4, 0.6], [-1.6, 1.1, -0.2], [0.2, -0.7, 0.7], [-0.1, 0.0, -0.3], [-0.6, -0.1, -0.4], [-0.5, 1.0, -1.1], [-0.1, 1.8, 0.8], [3.8, -2.6, 0.5], [-2.2, -3.7, 0.9], [0.7, 0.7, 0.1], [-0.3, 0.0, 1.0], [-0.2, -0.4, -0.1], [0.1, 1.4, -0.1], [-0.7, -0.5, 0.2], [-0.6, 0.3, -1.5], [-0.6, -0.3, 1.4], [0.1, 1.8, 1.1], [0.6, -1.6, 0.5], [0.8, 1.2, -0.2], [0.8, -4.2, -5.2]], "gap_ha": [0.10395, 0.29225], "lumo_ev": [4.69, 4.80], "multiplicity": 2, "total_energy_ha": -2224.46727, "largest_force_ev_per_a": 6.7, "total_charge": -2}

# 3
{"formula": "C16H29IrN3O2SSi2", "method": "wB97M-V/def2-TZVPD", "species": ["Ir", "N", "C", "S", "N", "N", "C", "C", "C", "C", "C", "C", "C", "O", "H", "H", "H", "H", "H", "H", "H", "C", "Si", "C", "C", "C", "Si", "C", "C", "C", "H", "H", "H", "H", "H", "H", "H", "H", "H", "H", "H", "H", "H", "H", "H", "H", "H", "H", "H", "C", "O", "H", "H", "H"], "xyz": [[-0.06278, -0.10256, -0.09341], [2.40522, -3.58063, 0.66632], [1.94247, -2.32518, 0.35494], [0.66052, -1.65581, 1.36561], [2.47295, -1.67652, -0.62020], [1.87056, -0.42339, -0.68974], [2.61798, 0.55760, -1.02974], [2.23291, 1.96392, -0.89690], [2.89922, 2.91316, -1.67664], [2.70268, 4.26770, -1.51290], [1.83614, 4.69623, -0.50177], [1.18363, 3.79032, 0.30053], [1.33088, 2.39025, 0.12556], [0.67435, 1.58249, 0.90878], [2.12485, -3.94474, 1.56035], [3.35046, -3.77969, 0.38269], [3.62136, 0.31038, -1.37313], [3.59397, 2.55496, -2.43056], [3.21465, 4.98240, -2.14351], [1.67422, 5.75699, -0.34532], [0.51281, 4.11688, 1.08579], [-4.59760, 1.04874, 1.72748], [-2.86825, 0.28747, 1.56846], [-3.17121, -1.55531, 1.78803], [-1.91703, 0.87133, 3.07813], [-1.95593, 0.82124, 0.05657], [-2.72684, 1.19569, -1.57659], [-1.39941, 1.85886, -2.73734], [-4.00705, 2.57433, -1.41389], [-3.58001, -0.21882, -2.46349], [-5.03453, 0.78408, 2.69610], [-5.26397, 0.67058, 0.94655], [-4.57912, 2.13915, 1.65276], [-3.59893, -1.71717, 2.78364], [-2.25890, -2.14653, 1.70579], [-3.88640, -1.93505, 1.05468], [-2.42580, 0.56030, 3.99593], [-1.83300, 1.96152, 3.08433], [-0.90048, 0.47140, 3.08223], [-1.64626, 1.82917, 0.40362], [-0.87210, 2.70299, -2.28157], [-1.81059, 2.19018, -3.69589], [-0.66099, 1.07499, -2.93928], [-3.58288, 3.44567, -0.90611], [-4.89332, 2.26034, -0.85946], [-4.32465, 2.89210, -2.41265], [-2.84932, -0.99242, -2.68931], [-3.99605, 0.14324, -3.41034], [-4.39742, -0.65324, -1.88064], [-1.58227, -2.46338, -1.08773], [-0.62139, -1.51285, -1.42408], [-1.25945, -3.13448, -0.27782], [-1.78752, -3.09014, -1.96862], [-2.53400, -2.01472, -0.77615]], "forces_ev_per_angstrom": [[-0.1, 0.1, -0.5], [-0.1, 0.0, 0.0], [-0.1, -0.1, 0.2], [0.0, -0.2, -0.1], [0.0, 0.0, 0.0], [0.2, 0.4, 0.0], [0.0, 0.1, -0.1], [0.0, -0.2, 0.1], [0.1, 0.0, 0.0], [0.0, 0.1, 0.0], [0.1, 0.0, 0.0], [0.0, -0.1, 0.0], [0.0, 0.0, 0.0], [0.1, 0.1, 0.0], [0.0, 0.0, 0.0], [0.0, 0.0, 0.0], [0.0, 0.1, 0.0], [0.0, 0.0, 0.0], [0.0, 0.0, 0.0], [0.0, 0.0, 0.0], [0.0, 0.0, 0.0], [0.0, 0.0, 0.0], [-0.1, 0.0, 0.0], [-0.1, 0.0, 0.0], [0.0, 0.0, 0.1], [0.0, -0.1, 0.4], [0.0, -0.1, -0.1], [0.1, 0.0, 0.0], [0.0, 0.1, 0.0], [-0.1, 0.1, -0.1], [0.0, 0.0, 0.0], [0.0, 0.0, 0.0], [0.0, 0.0, 0.0], [0.0, 0.0, 0.0], [0.0, 0.0, 0.0], [0.0, 0.0, 0.0], [0.0, 0.0, 0.0], [0.0, 0.0, 0.0], [0.0, 0.0, 0.0], [0.0, 0.0, 0.0], [0.0, 0.0, 0.0], [0.0, 0.0, 0.0], [0.0, 0.0, 0.0], [0.0, 0.0, 0.0], [0.0, 0.0, 0.0], [0.0, 0.0, 0.0], [0.0, -0.1, 0.0], [0.0, 0.0, 0.1], [0.1, 0.0, 0.0], [0.1, 0.0, -0.1], [-0.1, 0.0, 0.2], [0.0, 0.0, 0.0], [0.0, 0.0, 0.0], [0.0, 0.0, 0.0]], "gap_ha": 0.24488, "lumo_ev": 2.69, "total_energy_ha": -2023.44434, "largest_force_ev_per_a": 0.5, "total_charge": -1}